C6H12N2O4S in the gas phase in a non-equilibrium geometry. Source: OMol25; level of theory: ωB97M-V/def2-TZVPD.

Bonds (Å) are listed after each position.
Cartesian coordinates (Å):
1 N -1.93001 1.32946 -1.21716  C2 1.454, H14 0.992, H15 1.020
2 C -0.58615 1.19006 -1.75518  N1 1.454, C3 1.537, C5 1.537, H16 1.096
3 C 0.12836 2.52032 -2.04313  C2 1.537, O4 1.386, H17 1.111, H18 1.085
4 O 1.31585 2.39648 -2.74682  C3 1.386, H19 0.959
5 C 0.29327 0.31618 -0.84709  C2 1.537, O6 1.239, N7 1.352
6 O 1.52922 0.38906 -0.90503  C5 1.239
7 N -0.38632 -0.45376 0.03171  C5 1.352, C8 1.435, H20 1.024
8 C 0.26966 -1.44674 0.83275  N7 1.435, C9 1.540, C11 1.555, H21 1.088
9 C 0.92628 -0.66361 1.98498  C8 1.540, S10 1.866, H22 1.086, H23 1.094
10 S 1.99516 -1.71494 3.09650  C9 1.866, H24 1.349
11 C -0.78816 -2.48485 1.30193  C8 1.555, O12 1.231, O13 1.352
12 O -1.98629 -2.23839 1.16786  C11 1.231
13 O -0.31318 -3.62637 1.84882  C11 1.352, H25 0.988
14 H -2.50472 1.58279 -1.98483  N1 0.992
15 H -1.91715 2.13784 -0.59499  N1 1.020
16 H -0.67512 0.64678 -2.70239  C2 1.096
17 H 0.30390 2.98656 -1.04986  C3 1.111
18 H -0.49384 3.20928 -2.60563  C3 1.085
19 H 1.81497 1.75740 -2.23553  O4 0.959
20 H -1.40931 -0.41292 0.03460  N7 1.024
21 H 1.03575 -1.94230 0.24093  C8 1.088
22 H 1.59476 0.10208 1.60220  C9 1.086
23 H 0.14066 -0.15871 2.55479  C9 1.094
24 H 0.98652 -1.89216 3.97518  S10 1.349
25 H 0.65589 -3.52955 2.01537  O13 0.988

- DFT total energy: -28422.8554 eV
- F_max: 2.7 eV/A
- Energy relative to the best compared isomer or geometry (same formula, charge and spin): 0.0 kcal/mol
- Highest occupied orbital energy: -9.771 eV
- SMILES string: N[C@@H](CO)C(=O)N[C@@H](CS)C(=O)O
- Kohn-Sham gap: 10.24 eV
- LUMO level: 0.466 eV
- Molecular weight: 208.2 g mol⁻¹
- Total charge: 0

These are the natural (NBO) partial charges, in e, on atoms 1 to 4: number 1, N, carries -0.821; number 2, C, carries -0.174; number 3, C, carries -0.061; number 4, O, carries -0.716